A molecular structure, C54H67F3N3P2PbS, computed with the ωB97M-V functional and the def2-TZVPD basis.

The geometry in XYZ format:
```
131
Properties=species:S:1:pos:R:3:forces:R:3
Pb 0.47524 -0.18806 -0.24600 0.09 0.05 0.03
C 2.15899 3.45339 -3.34192 0.01 0.00 0.00
C 1.28754 2.76621 -4.17933 0.02 -0.01 0.00
C 0.07572 2.31138 -3.69117 0.01 0.02 -0.01
C -0.27465 2.57483 -2.36229 0.03 0.01 -0.01
C 0.59432 3.26491 -1.52323 0.10 -0.12 0.02
C 1.81748 3.69349 -2.01962 0.02 0.00 -0.02
P -1.91758 2.03654 -1.90426 -0.07 -0.10 0.00
C -3.11626 3.19914 -2.53464 0.02 0.07 -0.02
C -2.69870 4.36148 -3.18086 0.00 0.01 0.00
C -3.64582 5.24954 -3.66986 0.00 -0.01 0.01
C -4.99673 4.97565 -3.51682 -0.01 0.00 0.00
C -5.41335 3.81776 -2.86822 -0.02 0.02 0.00
C -4.47730 2.93003 -2.37072 0.00 -0.02 0.03
C -2.13748 0.36912 -2.51089 -0.04 -0.07 -0.02
C -3.05240 0.12499 -3.54283 0.04 0.07 0.07
C -3.20595 -1.16698 -4.00597 0.01 -0.07 -0.02
C -2.46342 -2.18800 -3.42248 -0.04 0.01 -0.07
C -1.55823 -1.91408 -2.40895 0.11 0.08 0.00
C -1.33474 -0.62362 -1.91675 -0.03 0.13 -0.12
H 3.11481 3.79117 -3.72160 -0.02 -0.01 0.00
H 1.55992 2.56863 -5.20713 0.01 0.00 0.00
H -0.59263 1.75292 -4.33710 0.02 0.00 0.01
H 0.32260 3.44455 -0.49238 -0.01 0.04 -0.12
H 2.50596 4.21661 -1.36849 0.00 -0.03 0.01
H -1.64401 4.57188 -3.30464 -0.01 -0.01 0.01
H -3.32625 6.15348 -4.17112 0.00 -0.02 0.01
H -5.73317 5.66941 -3.90199 0.01 -0.02 0.01
H -6.46870 3.61103 -2.74736 0.02 0.01 0.00
H -4.79852 2.03550 -1.85103 0.01 0.00 -0.02
H -3.62312 0.93175 -3.98740 -0.01 -0.01 0.03
H -3.89747 -1.37819 -4.81058 0.00 -0.01 0.01
H -2.59336 -3.20808 -3.76523 0.01 0.02 -0.01
H -0.99738 -2.74844 -1.99771 0.00 0.03 -0.02
F -4.48554 1.66095 2.22388 0.02 -0.07 -0.03
C -4.72245 2.90108 1.76796 0.03 -0.03 0.04
F -5.60558 3.46661 2.59774 -0.02 -0.04 -0.06
F -5.31682 2.78398 0.56746 0.00 -0.02 0.06
C -3.45650 3.71818 1.67948 0.01 0.07 -0.05
C -3.37869 4.91175 2.38299 -0.01 0.00 0.00
C -2.24480 5.69554 2.27559 0.04 0.01 0.03
C -1.22881 5.26217 1.44353 -0.01 0.01 -0.05
N -1.27982 4.10714 0.78413 -0.14 0.02 0.05
C -2.35594 3.34986 0.90019 0.00 0.05 -0.01
S -2.29755 1.72548 0.12790 -0.03 -0.06 0.09
H -4.20728 5.22135 3.00360 0.01 0.00 0.00
H -2.14990 6.62036 2.82668 -0.02 0.01 -0.04
H -0.33167 5.85401 1.29936 -0.01 -0.03 0.02
C 4.10712 -2.69035 3.01523 0.02 0.07 0.04
C 3.23863 -2.36921 4.22946 -0.09 -0.07 -0.05
C 2.18683 -3.46706 4.42795 0.16 -0.10 0.03
C 2.66167 -0.95335 4.38690 0.11 0.08 -0.02
C 2.37493 -0.62535 5.71473 0.07 0.02 -0.01
C 2.02630 0.65117 6.10106 -0.03 -0.02 -0.01
C 2.05316 1.65591 5.14899 -0.05 0.02 0.01
C 2.30961 1.38937 3.80924 0.00 -0.04 -0.01
C 2.50068 2.62136 2.92854 0.01 -0.05 -0.02
C 1.79094 2.67965 1.57814 0.01 -0.03 0.00
C 3.99491 2.91778 2.75449 0.01 0.01 -0.04
C 2.51187 0.04823 3.40488 -0.09 -0.06 0.01
N 2.43708 -0.28821 2.01918 0.13 -0.01 0.04
C 3.49835 -0.20282 1.30445 0.06 -0.15 0.01
C 3.67431 -0.48410 -0.08598 -0.08 0.16 0.01
C 4.95655 -0.49557 -0.62963 0.01 0.02 0.00
C 4.82147 -0.83314 -1.96772 -0.02 0.00 -0.02
C 3.45612 -1.00133 -2.20767 0.03 0.04 0.09
N 2.72811 -0.79547 -1.06969 0.18 -0.04 0.00
C 2.92536 -1.38179 -3.57211 0.02 -0.06 0.04
C 3.40588 -0.35906 -4.60851 0.02 -0.03 -0.05
C 3.46723 -2.76827 -3.94896 0.00 -0.04 -0.01
C 1.41559 -1.43507 -3.58224 -0.16 0.04 -0.02
H 3.55190 -2.70757 2.08102 0.03 0.04 0.00
H 4.92999 -1.98189 2.90698 -0.03 0.01 -0.01
H 4.54583 -3.68047 3.15741 0.00 0.01 0.00
H 3.91809 -2.44013 5.08342 -0.03 -0.02 0.05
H 1.60422 -3.61150 3.51903 0.10 -0.14 0.10
H 2.67045 -4.41871 4.65677 0.03 0.01 0.00
H 1.49679 -3.23304 5.24075 0.14 -0.03 -0.05
H 2.47069 -1.40197 6.46692 0.00 0.02 -0.01
H 1.79456 0.87338 7.13476 0.02 0.00 -0.01
H 1.88144 2.68351 5.45150 0.00 -0.03 0.00
H 2.08850 3.44558 3.51722 -0.01 -0.01 0.02
H 2.32028 2.12731 0.79896 -0.02 -0.03 0.03
H 1.73467 3.72406 1.25536 0.03 -0.01 0.00
H 0.76897 2.30244 1.64270 -0.06 -0.02 0.00
H 4.47885 2.14571 2.15355 -0.01 0.07 0.01
H 4.50082 2.96194 3.71933 -0.01 0.00 -0.01
H 4.13858 3.87457 2.24559 0.00 -0.01 0.01
H 4.44121 0.08628 1.77818 0.00 -0.05 0.01
H 5.86726 -0.29261 -0.08410 -0.03 0.00 -0.02
H 5.61128 -0.94844 -2.69436 -0.03 0.00 0.02
H 4.49271 -0.36542 -4.70004 -0.03 0.00 0.01
H 3.10108 0.64672 -4.32127 -0.03 0.06 0.00
H 2.98144 -0.58785 -5.59053 0.02 0.00 0.02
H 4.55747 -2.77377 -3.97152 -0.02 0.00 0.00
H 3.10223 -3.06191 -4.93707 0.01 0.01 0.02
H 3.14265 -3.51950 -3.22505 0.01 0.01 -0.01
H 0.97860 -0.47157 -3.31260 -0.02 0.03 -0.01
H 1.06101 -2.18477 -2.87613 -0.07 -0.03 0.05
H 1.04109 -1.70557 -4.57327 0.00 0.00 0.03
C -3.56175 -1.86563 1.75179 -0.07 0.02 0.10
C -2.63901 -2.97620 1.26777 0.04 -0.08 0.00
C -3.20040 -3.56515 -0.02402 -0.01 -0.09 0.02
P -0.86092 -2.44550 1.14911 -0.07 0.00 0.03
C -0.38041 -2.08616 2.89793 -0.04 0.09 -0.01
C -0.62615 -0.61316 3.24167 -0.07 0.07 0.02
C -0.99344 -2.97704 3.97797 -0.07 0.02 0.04
C -0.02152 -4.00010 0.60120 0.04 -0.02 -0.04
C -0.17215 -5.22610 1.50102 -0.03 -0.04 -0.03
C 1.44440 -3.72549 0.27234 -0.04 -0.03 -0.05
H -4.58659 -2.24210 1.80142 0.03 0.01 0.01
H -3.55579 -1.03066 1.05476 0.01 0.18 -0.09
H -3.30191 -1.49364 2.74073 -0.01 0.00 -0.03
H -2.62284 -3.76604 2.02574 -0.03 0.01 0.00
H -3.25568 -2.81150 -0.80649 -0.03 0.02 0.00
H -4.21542 -3.92259 0.16469 0.03 -0.01 0.00
H -2.62381 -4.41139 -0.39896 0.00 0.02 0.01
H 0.70418 -2.22576 2.88863 -0.14 0.16 -0.09
H -1.68672 -0.35379 3.20993 0.05 -0.01 0.01
H -0.08384 0.05801 2.57554 0.00 0.01 -0.03
H -0.26074 -0.41338 4.25194 0.00 0.01 -0.01
H -2.06161 -2.78256 4.09762 0.03 0.00 -0.03
H -0.51480 -2.74915 4.93386 -0.12 0.00 -0.07
H -0.86271 -4.04058 3.78722 0.00 0.02 0.02
H -0.53386 -4.22457 -0.33978 0.02 0.04 -0.03
H 0.39267 -5.11787 2.42628 0.03 0.01 0.00
H 0.22260 -6.10191 0.98102 0.00 0.01 0.02
H -1.21195 -5.43852 1.75525 0.03 0.01 0.00
H 2.00106 -3.43482 1.16099 0.01 0.00 0.06
H 1.57434 -2.92727 -0.46370 -0.02 -0.07 0.02
H 1.91460 -4.62264 -0.13585 0.00 -0.01 0.03
```
Forces are in eV/Å.

Computed properties:
**LUMO energy**: -2.85 eV
**Net charge**: +1
**HOMO level**: -9.20 eV
**Orbital gap**: 0.233 hartree